[1]
{"formula": "C24H28O5", "method": "ωB97M-V with the def2-TZVPD basis set", "species": ["C", "C", "C", "C", "C", "C", "C", "C", "C", "C", "C", "H", "H", "H", "H", "H", "H", "H", "H", "H", "H", "H", "H", "H", "H", "H", "C", "O", "C", "C", "C", "C", "C", "C", "O", "O", "C", "C", "C", "O", "C", "O", "C", "C", "H", "H", "H", "H", "H", "H", "H", "H", "H", "H", "H", "H", "H"], "positions_angstrom": [[-0.60185, 1.32417, 3.71935], [-0.38963, 0.01370, 3.08998], [-1.12856, -0.60057, 2.08327], [-0.79317, -1.95598, 1.70928], [0.31182, -2.68552, 2.40949], [-1.49439, -2.59947, 0.70689], [-2.54771, -1.97802, 0.02839], [-3.26438, -2.70725, -1.06067], [-2.89793, -0.67398, 0.39024], [-2.22524, 0.02966, 1.37750], [-2.66740, 1.43017, 1.64960], [0.12395, 1.44186, 4.53621], [-0.45865, 2.16998, 3.03167], [-1.59876, 1.41409, 4.17874], [0.49415, -0.50552, 3.45664], [0.37736, -3.70936, 2.02301], [1.28706, -2.20594, 2.25257], [0.14143, -2.74412, 3.49293], [-1.21840, -3.62170, 0.43770], [-4.05541, -2.08209, -1.48285], [-2.57563, -2.98899, -1.86765], [-3.71443, -3.63604, -0.68778], [-3.72903, -0.19178, -0.13116], [-3.49685, 1.68766, 0.97786], [-3.04646, 1.56597, 2.67178], [-1.87140, 2.16517, 1.47403], [2.31330, -4.60648, 7.94942], [2.24372, -3.17005, 7.78606], [1.00370, -2.62690, 7.67076], [0.92568, -1.21434, 7.59362], [-0.29950, -0.59535, 7.52343], [-1.53286, -1.32561, 7.48396], [-2.78716, -0.66722, 7.31510], [-4.02857, -1.43013, 7.25376], [-4.17922, -2.62726, 7.42594], [-5.18123, -0.70967, 7.01239], [-5.02126, 0.59904, 6.44300], [-4.55043, 0.53586, 5.00025], [-6.38025, 1.29122, 6.57274], [-4.10940, 1.35254, 7.25881], [-2.88582, 0.77424, 7.51305], [-2.01749, 1.52864, 7.91870], [-1.41439, -2.74867, 7.55991], [-0.19079, -3.39075, 7.64473], [3.37794, -4.79994, 8.07312], [1.75308, -4.93492, 8.83906], [1.92527, -5.12228, 7.05753], [1.84311, -0.62800, 7.61326], [-0.35220, 0.48758, 7.51541], [-3.57329, 0.04645, 4.90120], [-5.28875, -0.01792, 4.40889], [-4.48701, 1.55539, 4.60129], [-6.67349, 1.31074, 7.62544], [-6.30633, 2.31449, 6.19793], [-7.12600, 0.73791, 5.99782], [-2.32173, -3.34449, 7.54932], [-0.15693, -4.48357, 7.69683]], "atomic_forces_ev_per_a": [[0.5, 0.3, 1.0], [-0.4, 0.0, -0.7], [0.0, 0.0, 0.1], [0.2, -0.3, -0.1], [0.2, -0.4, 0.1], [0.4, -0.1, 0.3], [0.2, 0.0, 0.2], [-0.3, 0.1, -0.2], [0.0, 0.3, 0.1], [-0.3, 0.0, -0.1], [-0.5, 0.4, -0.2], [-0.3, 0.0, -0.2], [-0.1, -0.3, 0.0], [0.2, 0.0, -0.3], [-0.3, -0.2, 0.0], [0.0, 0.3, 0.1], [-0.2, -0.1, 0.0], [0.0, 0.0, -0.2], [-0.1, 0.3, 0.1], [0.1, -0.2, 0.0], [-0.1, 0.1, 0.2], [0.1, 0.2, 0.0], [0.3, -0.1, 0.2], [0.3, -0.1, 0.2], [0.2, -0.1, -0.2], [-0.1, -0.2, 0.1], [0.0, 1.0, -0.1], [0.5, -1.2, 0.1], [-1.3, 0.3, -0.1], [0.3, -1.3, 0.1], [-0.9, -0.2, -0.2], [1.9, -1.2, 0.1], [-1.9, 1.1, 0.1], [1.0, 0.3, 0.2], [-0.3, 0.2, -0.2], [-0.2, 0.8, -0.7], [0.1, -0.2, 1.4], [0.0, 0.0, -0.5], [0.4, -0.2, 0.0], [-0.7, -0.1, -0.7], [0.3, -1.1, 0.0], [-0.2, 0.3, -0.2], [-0.4, 0.8, -0.2], [1.3, 0.6, 0.0], [-0.1, -0.2, 0.0], [0.2, 0.1, -0.2], [0.1, 0.1, 0.2], [-0.1, -0.2, 0.1], [0.1, -0.3, 0.0], [-0.2, 0.0, 0.2], [0.1, 0.1, 0.1], [0.0, -0.1, 0.1], [0.1, 0.0, -0.2], [0.0, -0.1, 0.0], [0.0, 0.1, 0.1], [0.3, 0.2, 0.0], [-0.1, 0.5, 0.0]], "relative_energy_kcal_mol": 2.0, "mol_weight_g_mol": 396.5, "total_energy_ha": -1307.43605, "homo_energy_ev": -5.46, "gap_ev": 2.0, "lumo_energy_ha": -0.1286}

[2]
{"formula": "C24H29AsN3RuS", "method": "ωB97M-V with the def2-TZVPD basis set", "species": ["Ru", "N", "C", "C", "C", "C", "C", "C", "C", "C", "C", "C", "C", "C", "H", "H", "H", "H", "H", "H", "H", "H", "H", "H", "C", "As", "C", "C", "C", "C", "C", "C", "C", "C", "H", "H", "H", "H", "H", "H", "H", "H", "H", "H", "H", "H", "H", "S", "C", "N", "C", "C", "N", "H", "H", "H", "H", "H", "H"], "positions_angstrom": [[0.57822, 1.16113, 1.50736], [0.58385, 0.60919, -0.42306], [1.18007, 1.92567, -0.42776], [2.52038, 2.02878, 0.03691], [3.01906, 3.28017, 0.37155], [2.18958, 4.40142, 0.27326], [0.86086, 4.27566, -0.09980], [0.30786, 3.02348, -0.41242], [-1.11655, 2.84747, -0.82975], [-1.48648, 3.23848, -2.11379], [-2.78131, 3.04833, -2.57911], [-3.73199, 2.43948, -1.77355], [-3.38783, 2.03276, -0.49374], [-2.09812, 2.25230, -0.02161], [1.21675, -0.13848, -0.71142], [-0.30689, 0.53826, -0.91485], [3.16495, 1.15128, 0.03854], [4.04460, 3.38434, 0.69762], [2.58589, 5.37960, 0.50415], [0.23184, 5.15343, -0.16600], [-0.74840, 3.69285, -2.76154], [-3.03782, 3.36293, -3.58095], [-4.73445, 2.27054, -2.13882], [-4.11702, 1.53873, 0.13580], [0.85422, -0.21759, 4.90825], [0.65167, -0.76561, 3.04739], [-0.94463, -1.84996, 3.05959], [2.15820, -1.93660, 2.58990], [2.27795, -3.04125, 3.59825], [1.58940, -4.24533, 3.41964], [1.69343, -5.25193, 4.36161], [2.48335, -5.06969, 5.49530], [3.17667, -3.87596, 5.67513], [3.07605, -2.86783, 4.73468], [0.74185, -1.10351, 5.53611], [0.06849, 0.49399, 5.16155], [1.83372, 0.21863, 5.10149], [-0.79715, -2.71073, 3.71050], [-1.17154, -2.19842, 2.05015], [-1.77234, -1.24843, 3.44060], [3.06311, -1.32405, 2.56498], [1.95690, -2.31717, 1.58524], [0.99947, -4.40870, 2.52575], [1.17435, -6.18715, 4.20760], [2.57430, -5.86239, 6.22417], [3.80890, -3.74210, 6.54120], [3.64344, -1.95458, 4.86777], [-1.74530, 1.69679, 1.65429], [-2.07726, 3.17575, 2.57171], [-2.82568, 4.15434, 2.12400], [-3.05755, 5.16402, 3.17117], [-2.29888, 4.58056, 4.38172], [-1.70929, 3.35185, 3.82164], [-3.24475, 4.17093, 1.20529], [-4.12623, 5.26021, 3.35767], [-2.65951, 6.12646, 2.85104], [-2.96142, 4.32473, 5.20839], [-1.51103, 5.24033, 4.74075], [-1.13703, 2.71330, 4.35579]], "atomic_forces_ev_per_a": [[-0.6, 1.0, 1.6], [0.2, 0.0, -0.7], [0.2, -0.4, 0.1], [-0.1, -0.1, -0.4], [-0.2, -0.1, -0.1], [-0.1, 0.0, 0.0], [0.2, 0.0, -0.1], [0.0, -0.2, 0.3], [0.1, 0.1, -0.1], [0.1, 0.1, 0.1], [-0.1, 0.0, 0.0], [0.0, 0.0, -0.1], [-0.1, -0.1, 0.2], [0.0, 0.0, 0.1], [-0.1, 0.0, 0.0], [0.1, 0.0, -0.1], [0.0, 0.1, 0.0], [0.0, 0.0, 0.0], [0.0, 0.0, 0.0], [0.0, 0.0, 0.0], [0.0, 0.0, 0.0], [0.0, 0.0, 0.0], [0.0, 0.0, 0.0], [0.0, 0.0, 0.0], [0.1, -0.1, -0.1], [-0.3, 0.2, -0.1], [0.0, 0.0, -0.1], [0.1, 0.0, 0.0], [0.0, -0.2, 0.2], [0.1, 0.3, 0.0], [0.2, -0.1, 0.3], [0.0, 0.1, -0.2], [-0.1, -0.3, 0.1], [-0.2, 0.0, -0.3], [0.0, 0.0, -0.1], [0.0, 0.0, 0.0], [0.0, 0.0, -0.1], [0.1, 0.0, 0.0], [0.0, 0.1, 0.1], [0.0, -0.1, -0.1], [-0.1, 0.0, 0.0], [0.0, 0.0, 0.0], [0.0, 0.0, 0.0], [0.0, 0.0, 0.0], [0.0, 0.0, 0.0], [0.0, 0.0, 0.0], [0.0, 0.1, 0.0], [0.5, -0.7, -0.6], [0.1, 0.2, 0.1], [0.2, -0.3, 0.0], [-0.2, 0.3, 0.1], [-0.1, 0.2, 0.3], [0.2, -0.3, -0.1], [0.0, 0.0, 0.0], [0.1, 0.0, 0.0], [0.0, -0.1, 0.0], [0.0, 0.0, 0.0], [-0.1, 0.0, 0.0], [-0.1, 0.0, -0.1]], "relative_energy_kcal_mol": 0.0, "mol_weight_g_mol": 567.6, "total_charge": 3, "total_energy_ha": -3824.06562, "homo_energy_ev": [-15.69, -15.69], "gap_ev": [5.1, 5.1], "lumo_energy_ha": [-0.3900, -0.3900]}

[3]
{"formula": "C24H29AuB2F4N9", "method": "ωB97M-V with the def2-TZVPD basis set", "species": ["Au", "C", "C", "C", "C", "N", "N", "B", "N", "C", "C", "C", "C", "N", "N", "C", "C", "C", "C", "N", "N", "C", "C", "C", "C", "N", "H", "H", "H", "H", "H", "H", "H", "H", "H", "H", "H", "H", "H", "H", "H", "H", "H", "H", "H", "H", "F", "B", "F", "F", "F", "C", "C", "C", "C", "C", "C", "C", "C", "N", "H", "H", "H", "H", "H", "H", "H", "H", "H"], "positions_angstrom": [[1.37233, -9.09524, 15.78007], [-1.98844, -11.37502, 16.44469], [-2.16938, -9.93424, 16.73169], [-3.37603, -9.18092, 16.83727], [-2.88634, -7.90821, 17.09506], [-1.53082, -7.94858, 17.15442], [-1.09375, -9.17020, 16.90046], [-0.54946, -6.79624, 17.11178], [-0.09774, -6.53680, 15.63642], [-0.51012, -5.56855, 14.81782], [0.02682, -5.76169, 13.58012], [0.87419, -6.83472, 13.70678], [1.79576, -7.35377, 12.67924], [0.73459, -7.32397, 14.93784], [0.64443, -7.21875, 18.00780], [0.64348, -7.05983, 19.32062], [1.76182, -7.69170, 19.84736], [2.41938, -8.26563, 18.74204], [3.74319, -8.95256, 18.71137], [1.71411, -8.00399, 17.64604], [-1.09099, -5.46574, 17.63807], [-0.32740, -4.37296, 17.89702], [-1.15205, -3.27882, 17.84067], [-2.43573, -3.82681, 17.62432], [-3.77533, -3.13154, 17.63924], [-2.36012, -5.13253, 17.47651], [-2.04302, -12.00095, 17.34865], [-1.00674, -11.51448, 16.02936], [-2.73928, -11.62751, 15.67521], [-4.40115, -9.47095, 16.74283], [-3.43723, -6.97366, 17.18180], [-1.15199, -4.75812, 15.18842], [-0.12020, -5.14939, 12.68986], [2.25890, -6.55313, 12.10150], [1.31704, -8.08117, 11.97918], [2.61135, -7.87813, 13.19366], [-0.12858, -6.50095, 19.86584], [2.02346, -7.80313, 20.86916], [4.37175, -8.51545, 19.52468], [4.22044, -8.88459, 17.71348], [3.62886, -10.00999, 18.92395], [0.71598, -4.48344, 18.09547], [-0.86376, -2.26485, 18.09510], [-3.93422, -2.53947, 18.54185], [-4.54979, -3.90705, 17.61888], [-3.86634, -2.48691, 16.76114], [1.38086, -10.88478, 12.17530], [0.83084, -11.07287, 13.39943], [0.30475, -9.79166, 13.89226], [1.84567, -11.42419, 14.25760], [-0.18265, -11.98556, 13.45151], [0.89103, -11.62137, 18.92688], [2.12533, -12.35444, 18.41073], [2.60220, -13.48208, 18.99408], [3.68344, -14.18374, 18.48044], [4.31759, -13.76064, 17.29225], [3.92662, -12.60888, 16.64654], [4.51695, -12.19499, 15.35269], [2.83002, -11.93990, 17.22241], [2.32253, -10.80488, 16.69006], [0.39263, -12.29051, 19.67746], [0.17645, -11.44581, 18.14152], [1.15099, -10.63988, 19.38289], [2.07771, -13.87404, 19.83752], [4.00960, -15.10014, 18.91951], [5.16300, -14.28683, 16.88506], [5.47618, -12.64629, 15.23241], [4.62125, -11.11490, 15.23631], [3.82998, -12.52162, 14.52710]], "atomic_forces_ev_per_a": [[0.5, -0.3, 0.7], [-0.5, -0.1, -0.2], [-0.2, 0.0, 0.1], [2.1, 0.6, 0.3], [-1.0, 0.0, -0.1], [-1.6, 1.6, -0.1], [0.0, -1.4, 0.0], [0.1, -0.1, -0.1], [0.2, 0.1, 0.1], [-1.3, 1.2, 0.8], [-0.1, 1.3, -0.9], [-0.3, -0.5, -0.3], [0.5, -1.3, -0.3], [0.7, -0.4, 0.0], [0.4, -0.4, -0.6], [0.3, 0.0, 1.5], [-0.2, -0.2, -0.9], [-0.3, 0.4, 0.3], [0.3, 0.2, 0.2], [-0.5, 0.9, -0.1], [1.3, -0.8, 0.1], [-0.3, 0.0, -0.4], [0.3, 0.1, 0.8], [-0.5, 0.8, 0.3], [0.2, -0.5, -0.3], [-1.2, 0.4, -0.2], [-0.4, 0.1, -0.3], [0.4, -0.2, -0.4], [0.4, -0.5, 0.5], [-0.1, -0.2, 0.0], [0.4, -0.4, 0.1], [0.3, -0.6, -0.2], [0.1, -0.2, 0.5], [-0.2, 0.1, 0.1], [0.3, 0.5, 0.6], [-0.1, -0.1, -0.3], [0.4, -0.3, -0.6], [0.3, 0.2, 0.6], [-0.3, -0.3, -0.9], [-0.2, 0.2, 0.7], [0.0, -0.2, 0.1], [0.4, 0.1, -0.1], [-0.2, -0.2, -0.2], [0.2, 0.0, -0.1], [0.1, 0.3, -0.2], [-0.2, 0.0, 0.1], [0.0, 0.3, -1.2], [-0.4, 0.0, -0.1], [0.0, -0.1, -0.1], [0.9, -0.4, 1.0], [-0.5, -0.3, -0.1], [0.6, -0.7, 0.8], [-0.1, 0.6, -0.6], [0.0, -0.7, 0.4], [0.5, 0.3, -1.4], [-0.1, 0.1, 0.9], [-0.2, -0.5, 0.3], [-1.0, 0.2, -0.9], [-2.0, 2.6, -0.2], [0.5, -0.9, 0.0], [0.5, 0.8, -0.5], [-0.2, 0.2, -0.4], [-0.2, -0.6, -0.2], [-0.2, -0.2, 0.6], [0.1, -0.4, 0.4], [0.1, -0.4, 0.0], [0.7, -0.4, -0.2], [-0.1, 0.0, 0.1], [0.7, 0.3, 0.6]], "relative_energy_kcal_mol": 0.0, "mol_weight_g_mol": 738.1, "multiplicity": 4, "total_energy_ha": -2009.81486, "homo_energy_ev": [-8.72, -8.73], "gap_ev": [9.2, 6.8], "lumo_energy_ha": [0.0171, -0.0694]}